# 1
An isolated molecule of CH4S3 at a distorted geometry, computed with the ωB97M-V functional and the def2-TZVPD basis.

XYZ file:
```
8
Properties=species:S:1:pos:R:3:forces:R:3
C 1.315136 -0.632476 0.064034 -2.08 0.14 3.14
S -1.338890 1.414678 -0.894026 -0.83 1.89 0.11
S -0.461959 -0.775644 1.152593 1.31 0.14 -1.77
S -1.832215 -0.434628 -0.435566 0.74 -1.68 1.04
H 1.834926 -1.544098 0.513706 -0.63 1.03 -2.04
H 1.777526 0.262428 0.468790 0.13 -0.02 0.34
H 0.905304 -0.274945 -0.890546 0.66 -1.55 -0.20
H -2.199827 1.984684 0.021016 0.70 0.06 -0.64
```
Forces are in eV/Å.

## Properties
SMILES = CSSS
energy above the lowest of the compared OMol25 structures with the same formula, charge and spin = 21.4 kcal per mole
E_LUMO = 0.5 eV
2S+1 = 1
largest force on an atom = 3.769 eV/A
frontier orbital gap = 9.27 eV

***

# 2
A 2-piece molecular cluster, C8H14NOS overall at a distorted geometry, computed with the ωB97M-V functional and the def2-TZVPD basis.

XYZ file:
```
25
Properties=species:S:1:pos:R:3:forces:R:3
C 2.940571 -0.017390 0.706906 -1.56 -1.92 -1.79
C 2.325903 0.136912 1.880625 -0.70 1.29 1.31
C 2.298526 -1.045144 -0.080476 -2.63 -1.65 0.86
C 1.135115 -1.546472 0.564086 1.53 0.45 -1.54
C 2.843566 -1.673962 -1.344615 -1.26 -2.67 1.26
C -0.583487 0.849542 -0.685765 2.32 0.71 -2.17
C -3.197069 0.863668 -0.716677 0.68 0.81 -1.51
C -1.828539 0.889929 -0.015673 -3.45 0.06 4.76
N -1.953584 0.901433 1.351321 1.90 0.05 -3.02
O -4.298373 0.750627 0.168143 0.85 -0.01 -0.54
S 0.893686 -0.806541 2.068010 0.71 0.15 0.54
H 3.616130 0.591421 0.187371 1.49 0.81 0.21
H 2.555015 0.902311 2.609456 -0.03 -0.17 0.12
H 2.247653 -2.592832 -1.787434 0.86 1.75 1.43
H 2.824021 -0.997561 -2.135285 0.92 1.29 -1.36
H 3.796091 -2.076990 -0.973030 0.18 0.28 -1.12
H -0.469624 1.283177 -1.721552 -1.41 -1.34 0.36
H -0.273331 -0.235707 -0.581777 0.18 1.15 -0.41
H 0.215526 1.522985 -0.367826 0.01 -0.52 1.61
H -3.129086 1.898372 -1.225712 -0.37 -1.18 0.54
H -3.193010 0.121672 -1.587609 0.02 0.75 1.27
H -1.204512 1.000695 2.068007 -0.28 -0.21 -1.40
H -2.824929 0.613799 1.723581 -1.29 0.13 0.22
H -5.143569 0.936783 -0.283790 0.67 -0.11 0.13
H 0.407308 -2.270727 0.179718 0.64 0.10 0.24
```
Forces are in eV/Å.

## Properties
energy above the lowest of the compared OMol25 structures with the same formula, charge and spin = 9.9 kcal per mole
E_LUMO = -4.4 eV
2S+1 = 1
largest force on an atom = 5.879 eV/A
frontier orbital gap = 7.52 eV
total charge = +1

***

# 3
C55H34Cl4I2N5O2RbS as an isolated structure, computed with the ωB97M-V functional and the def2-TZVPD basis.

XYZ file:
```
104
Properties=species:S:1:pos:R:3:forces:R:3
Rb 0.615976 -0.183345 -0.458047 0.51 -0.14 -0.24
Cl 7.797265 -1.550249 6.213548 0.03 -0.01 0.02
C 6.383050 -1.207989 5.239501 0.04 -0.01 -0.01
C 6.541229 -0.892868 3.901170 -0.02 0.00 0.03
C 5.414529 -0.622589 3.139761 -0.05 0.01 0.07
C 4.134539 -0.655634 3.697488 0.08 0.00 -0.11
C 4.016121 -0.984551 5.045851 0.00 0.00 0.03
C 5.131226 -1.261123 5.823803 -0.02 0.01 -0.02
C 2.935317 -0.362291 2.865642 -0.05 0.02 0.05
C 2.837906 0.936840 2.331232 0.03 -0.03 -0.03
C 3.787788 2.017495 2.592812 0.02 0.04 -0.04
C 3.349341 3.093127 1.899656 0.10 -0.01 0.00
C 2.107064 2.683229 1.245088 -0.12 -0.06 0.12
C 1.244088 3.532394 0.515485 0.01 0.03 0.06
C 1.741329 4.902729 0.213079 0.05 0.04 0.00
C 2.005872 5.823862 1.226999 -0.02 0.01 -0.02
C 2.465695 7.101085 0.943631 0.00 -0.02 -0.01
C 2.657880 7.466533 -0.376639 0.02 0.03 -0.01
Cl 3.238059 9.076499 -0.745051 0.01 0.04 -0.01
C 2.398960 6.585135 -1.410275 0.00 -0.01 0.02
C 1.945536 5.310415 -1.105086 -0.04 0.01 0.02
C -0.081699 3.249773 0.118139 0.00 0.02 0.13
N -0.717803 2.082017 0.302442 -0.09 -0.13 0.07
C -1.988734 2.227304 -0.126722 -0.06 -0.03 -0.04
C -2.977540 1.225506 -0.151829 -0.08 0.01 0.10
C -4.263458 1.578658 -0.815706 0.04 0.03 -0.20
C -4.262810 1.906812 -2.176849 -0.07 -0.05 0.13
C -5.441944 2.223962 -2.833723 -0.02 0.00 -0.01
C -6.632259 2.207496 -2.127193 -0.02 0.01 -0.02
Cl -8.127128 2.605763 -2.951030 -0.02 0.01 -0.02
C -6.669462 1.879304 -0.784784 0.01 0.01 -0.02
C -5.481360 1.566817 -0.139730 0.06 0.00 0.07
C -2.857985 -0.119484 0.284533 0.11 -0.05 -0.09
C -3.845535 -1.176127 0.074985 -0.03 -0.06 -0.01
C -3.256465 -2.336001 0.462972 0.00 -0.02 -0.08
C -1.921399 -1.984210 0.929777 0.01 0.13 0.07
N -1.747066 -0.651007 0.817025 0.10 0.13 0.23
C -0.943922 -2.882907 1.408141 -0.08 -0.08 0.21
C 0.312052 -2.573478 1.971594 -0.04 0.15 0.08
C 1.162615 -3.513282 2.690940 0.11 -0.07 0.00
C 2.218399 -2.799526 3.154216 -0.06 -0.13 0.00
C 2.019866 -1.429627 2.694106 0.00 0.07 -0.11
N 0.871695 -1.346280 2.005302 -0.15 0.17 0.09
C -1.282138 -4.333669 1.351850 -0.04 0.02 -0.01
C -2.268608 -4.890532 2.163310 0.02 0.03 -0.05
C -2.571983 -6.242735 2.101375 0.02 0.01 -0.02
C -1.872417 -7.041701 1.214040 -0.03 -0.02 0.02
Cl -2.248794 -8.750393 1.127410 -0.01 -0.03 0.00
C -0.885167 -6.522612 0.396032 -0.01 0.01 0.02
C -0.595346 -5.167603 0.471322 0.00 -0.05 0.00
C -2.192302 3.600288 -0.591548 0.05 0.09 0.02
C -1.007342 4.233923 -0.446693 -0.07 -0.02 -0.04
N 1.860590 1.389376 1.516747 -0.16 -0.11 0.03
H 7.529129 -0.868990 3.461618 0.00 0.00 0.00
H 5.517764 -0.385043 2.089078 0.01 0.01 -0.01
H 3.029363 -1.018585 5.489820 -0.01 0.00 0.00
H 5.031785 -1.509476 6.871768 0.00 0.00 0.01
H 4.659314 1.968625 3.226913 0.02 0.00 0.00
H 3.817004 4.064672 1.854896 0.00 -0.02 0.00
H 1.838848 5.529511 2.255138 -0.01 0.00 0.00
H 2.665249 7.808658 1.737006 0.00 0.01 0.00
H 2.553317 6.888565 -2.436853 0.01 0.01 0.00
H 1.734880 4.612119 -1.905048 0.00 -0.01 -0.01
H -3.320752 1.881233 -2.711563 0.03 0.03 -0.02
H -5.440477 2.473383 -3.886464 0.00 0.00 -0.01
H -7.612056 1.875850 -0.254407 0.00 0.00 0.01
H -5.492459 1.314220 0.913364 0.00 -0.01 0.00
H -4.840149 -1.067500 -0.330834 -0.01 0.03 -0.02
H -3.684192 -3.326240 0.420669 -0.01 0.00 0.00
H 0.982529 -4.567927 2.835043 -0.03 -0.01 0.00
H 3.048306 -3.178198 3.730864 0.02 0.01 -0.01
H -2.798387 -4.245722 2.853254 -0.01 -0.01 0.01
H -3.335477 -6.672840 2.735186 0.00 -0.01 0.00
H -0.355565 -7.168715 -0.290646 0.01 0.01 -0.01
H 0.170475 -4.743609 -0.167251 0.01 0.01 -0.01
H -3.114504 4.030208 -0.950766 -0.01 -0.02 -0.02
H -0.789758 5.266362 -0.674924 0.00 0.00 0.01
I 2.808766 -5.057573 -3.318091 -0.03 -0.06 0.01
C 3.469345 -3.091707 -3.529313 0.01 0.04 -0.01
C 4.687881 -2.838888 -4.149362 0.15 -0.15 -0.09
C 5.170268 -1.563663 -4.308532 -0.25 0.04 0.12
I 7.016125 -1.299219 -5.251969 0.06 0.00 -0.03
C 4.403752 -0.461077 -3.842927 0.12 -0.02 -0.07
C 4.794647 0.890300 -3.954917 -0.04 0.08 0.02
C 3.981535 1.882880 -3.480608 0.02 0.01 0.02
C 2.755215 1.531134 -2.895376 0.02 -0.06 -0.06
N 2.362548 0.285751 -2.781047 0.01 0.12 -0.01
C 3.154192 -0.711227 -3.218979 0.08 -0.06 -0.05
C 2.632612 -2.080266 -2.999853 -0.05 0.09 0.07
O 1.552676 -2.273369 -2.408080 0.00 -0.08 -0.04
H 5.266049 -3.680757 -4.510395 0.01 0.03 0.00
H 5.744320 1.132585 -4.414405 0.00 -0.01 0.00
H 4.270197 2.924133 -3.545735 0.02 0.00 -0.01
H 2.079411 2.290327 -2.512874 -0.02 0.00 0.01
C -0.293169 -1.207067 -4.562763 -0.03 -0.06 0.07
S -1.115610 -0.661994 -3.060104 -0.27 -0.15 -0.36
C -2.756340 -1.293786 -3.452791 0.03 -0.10 0.05
O -1.226391 0.821958 -3.158624 -0.01 0.23 -0.06
H -0.199667 -2.291881 -4.538045 0.00 -0.02 0.00
H 0.700353 -0.768533 -4.532721 0.02 0.02 0.02
H -0.842705 -0.857951 -5.437268 -0.07 0.03 0.03
H -2.712124 -2.380308 -3.533165 0.01 -0.02 0.00
H -3.121938 -0.845049 -4.376583 0.07 0.05 -0.03
H -3.399575 -1.022218 -2.617159 0.00 0.01 0.01
```
Forces are in eV/Å.

## Properties
energy above the lowest of the compared OMol25 structures with the same formula, charge and spin = 0.0 kcal per mole
E_LUMO = 3.2 eV
2S+1 = 1
largest force on an atom = 0.580 eV/A
frontier orbital gap = 4.90 eV
total charge = -2